No. 1
Molecular formula: C55H69N3OP2SSbTi
Method: DFT, the ωB97M-V functional and the def2-TZVPD basis

Computed properties:
2S+1 = 3
HOMO-LUMO gap (alpha / beta) = 6.5 / 6.5 eV
LUMO energy (alpha / beta) = -2.6 / -2.6 eV
<S²> = 2.008
Net charge = +1

Atoms and positions in Å:
C1 -1.758 -2.455 -1.421
H1 1.935 0.450 1.915
C2 0.085 5.830 0.399
C3 1.367 -3.749 -2.093
C4 -1.310 -1.944 -2.655
H2 -6.251 1.793 3.957
C5 6.478 3.772 2.627
H3 0.299 0.538 4.164
H4 8.432 2.897 2.506
H5 1.116 -0.167 5.549
H6 -4.355 -3.747 -5.274
H7 -3.818 -0.331 -1.890
N1 2.671 0.983 1.467
H8 1.952 4.845 0.025
C6 -4.244 -2.705 -4.967
H9 -3.920 -1.074 2.671
C7 2.316 -2.163 3.524
H10 -1.440 -4.970 -0.806
H11 -3.046 -1.341 4.988
H12 -2.831 -1.263 1.290
C8 -0.561 -5.605 2.411
C9 -0.866 -3.441 0.598
H13 7.593 0.617 2.080
C10 3.176 2.051 2.266
H14 0.493 -2.197 4.626
C11 -3.482 1.570 1.262
H15 -3.096 -2.618 2.389
H16 0.015 -4.120 3.820
H17 -5.250 -2.314 -4.798
C12 6.897 1.436 2.197
C13 -3.203 2.104 2.517
H18 -2.210 2.478 2.746
H19 -0.326 1.671 -3.049
C14 5.264 3.120 -0.995
H20 2.117 -4.506 -2.331
H21 0.209 -7.547 2.931
C15 1.102 -0.143 4.458
H22 2.934 -2.207 4.424
Ti1 0.252 -0.750 -0.065
H23 1.495 -3.462 -1.050
C16 -3.894 3.055 -3.741
C17 -3.850 0.634 -2.388
H24 -4.831 -3.491 -2.426
C18 -2.043 -1.610 4.647
C19 -1.079 3.316 0.077
C20 0.448 -0.078 -4.081
C21 0.878 4.729 0.116
C22 -2.125 -2.019 -3.782
C23 7.367 2.719 2.445
C24 -3.049 -2.991 -1.366
C25 -0.517 1.095 -3.959
H25 4.137 0.649 -1.358
H26 3.191 2.885 -1.578
H27 -5.180 -0.072 -3.912
N2 3.801 1.182 -0.568
C26 0.295 3.479 -0.043
C27 -4.194 2.181 3.486
N3 -0.920 -2.357 -0.293
H28 0.931 2.625 -0.264
S1 2.804 -1.186 -0.062
C28 -1.840 -1.071 3.236
C29 -4.611 0.771 -3.540
C30 -3.119 1.713 -1.899
H29 2.842 -1.563 2.780
H30 2.019 -3.899 -4.692
H31 0.306 -3.487 -4.638
H32 2.491 -2.144 -2.956
H33 -1.766 -1.629 -4.730
H34 5.166 0.200 1.925
H35 3.429 3.121 0.138
C31 5.533 1.203 2.107
H36 5.900 2.806 -0.165
C32 -2.988 -1.532 2.336
C33 3.142 0.441 0.308
C34 -4.772 1.131 0.983
H37 -1.976 -2.701 4.665
C35 -1.290 5.678 0.525
O1 2.400 2.679 2.932
C36 -0.405 -6.757 3.366
P1 -0.214 -1.503 2.446
H38 6.321 4.974 -1.373
C37 -0.305 -4.299 2.799
C38 1.891 0.404 -4.226
H39 -1.557 0.769 -3.933
C39 1.493 -2.580 -3.068
H40 4.967 5.137 -0.258
H41 -2.943 4.319 0.477
H42 -3.967 2.601 4.458
H43 4.405 4.341 2.727
C40 -0.451 -3.223 1.924
H44 -3.429 -3.367 -0.424
H45 -0.393 1.771 -4.808
C41 3.847 2.635 -0.738
C42 5.308 4.632 -1.165
C43 -5.766 1.213 1.949
H46 2.584 -0.400 -4.479
H47 2.045 0.312 4.149
H48 -2.568 3.770 -2.223
C44 -3.141 2.924 -2.581
C45 -4.630 1.981 -4.220
C46 0.957 -1.561 3.871
H49 0.184 -0.656 -4.970
H50 0.071 -6.436 4.293
H51 2.228 -3.172 3.120
H52 -1.912 6.536 0.749
H53 -1.333 -1.206 5.368
C47 -3.390 -2.589 -3.735
C48 1.315 -3.089 -4.497
H54 -3.806 -2.158 -5.802
C49 -0.976 -5.809 1.097
H55 0.385 -4.217 -2.180
H56 -1.182 -6.819 0.758
H57 5.653 2.629 -1.893
H58 -5.217 2.085 -5.124
H59 4.671 4.958 -1.989
Sb1 -1.934 1.396 -0.180
H60 -1.370 -7.197 3.621
C50 -3.837 -3.060 -2.502
C51 5.115 3.541 2.558
H61 6.851 4.766 2.832
H62 -5.021 0.732 0.006
H63 -3.905 4.000 -4.269
H64 1.953 1.162 -5.010
C52 -1.869 4.428 0.367
H65 1.487 -2.320 -5.250
P2 0.343 -1.191 -2.623
C53 4.644 2.261 2.281
H66 -1.857 0.020 3.267
C54 -1.126 -4.763 0.208
H67 2.231 0.870 -3.294
H68 -6.767 0.873 1.717
H69 0.533 6.807 0.526
C55 -5.476 1.730 3.203

Here are the Löwdin charges for atoms 1 to 4, given in e: -0.332, 0.074, -0.068, -0.117



No. 2
Molecular formula: C14H47NO10
Method: DFT, the ωB97M-V functional and the def2-TZVPD basis

Computed properties:
HOMO-LUMO gap = 9.9 eV
LUMO energy = 0.6 eV
Net charge = 0
SMILES string = COCCNCCOC.CO.CO.CO.CO.CO.CO.CO.CO

Atoms and positions in Å:
H1 -1.806 -15.550 19.140
H2 -6.785 -15.004 18.760
H3 -4.330 -14.441 14.918
C1 -5.869 -15.210 19.328
H4 -1.055 -12.181 16.169
O1 -0.179 -10.716 21.068
O2 -3.289 -16.180 15.015
H5 -3.066 -8.426 16.499
C2 -1.374 -14.764 19.767
H6 -4.399 -12.377 16.643
H7 -4.705 -8.463 17.174
H8 -6.933 -14.220 15.164
O3 -3.381 -9.667 18.164
O4 -8.497 -8.775 18.432
O5 -0.931 -8.102 18.013
C3 -7.220 -9.087 18.959
C4 0.190 -10.011 17.192
C5 -7.386 -14.760 14.331
H9 -2.154 -14.281 20.357
H10 -2.468 -10.004 18.010
C6 -0.658 -12.279 17.184
C7 -3.734 -15.072 14.256
H11 -5.974 -11.574 16.730
H12 -0.197 -9.785 16.197
H13 1.198 -10.444 17.091
H14 -1.962 -9.714 20.928
H15 0.135 -11.626 21.054
H16 -5.812 -13.212 17.337
H17 -2.572 -16.620 14.552
O6 -5.013 -11.823 18.570
O7 -7.464 -7.619 14.346
N1 -0.714 -10.977 17.825
O8 -7.101 -14.034 13.128
H18 -0.840 -7.216 19.874
H19 -1.862 -6.425 18.650
H20 -5.445 -13.344 19.672
H21 -8.458 -14.784 14.536
H22 -4.417 -11.046 18.529
H23 -6.415 -7.230 16.047
H24 -6.053 -16.094 19.937
O9 -5.536 -14.153 20.196
H25 -6.981 -10.137 18.779
C8 -0.918 -6.938 18.818
H26 -8.317 -7.997 14.119
H27 0.365 -12.676 17.124
H28 -2.919 -14.446 13.882
H29 -4.388 -15.361 13.429
C9 -1.483 -13.307 17.925
H30 -8.080 -7.838 16.339
O10 -0.670 -13.817 18.969
H31 -5.065 -15.437 18.617
H32 -6.930 -15.752 14.307
H33 -1.750 -14.132 17.246
H34 -7.608 -14.424 12.412
C10 -3.827 -9.065 16.951
C11 -5.295 -12.255 17.262
H35 -6.777 -8.933 15.815
H36 -2.022 -11.367 20.295
C12 -7.189 -7.921 15.719
H37 -7.132 -8.973 20.044
H38 -1.983 -11.087 22.042
H39 0.577 -9.066 19.057
H40 1.089 -8.108 17.631
H41 -4.125 -9.829 16.221
H42 -6.432 -8.482 18.496
C13 0.315 -8.776 18.030
H43 -0.642 -15.225 20.429
C14 -1.604 -10.729 21.079
H44 -0.528 -11.051 18.819
H45 -8.944 -8.173 19.030
H46 -0.095 -6.279 18.526
H47 -2.398 -12.869 18.338

Here are the Löwdin charges for atoms 1 to 4, given in e: 0.088, 0.073, 0.060, -0.186



So what do the calculations give for energy relative to the best compared isomer or geometry (same formula, charge and spin)? Going down the list: 0.201 1.151 eV.